Entry 1:
The following is a quantum chemistry calculation of C40H45ClF4N7OSr as an isolated structure, from the OMol25 dataset.

Each line ends with the Mulliken charge.
Element x y z (Å)
Sr  0.2013  -0.4138  0.1147  1.90
C  3.5294  1.6458  0.1029  -1.38
C  3.5412  0.6366  1.2433  -0.67
N  2.2060  0.3524  1.7966  1.24
C  2.2751  -0.7755  2.7420  -0.59
C  2.5688  -2.1184  2.0879  -1.16
C  1.7125  1.5590  2.5096  -1.46
C  0.2290  1.5599  2.8554  -1.08
N  -0.5326  1.3562  1.6411  -0.01
C  -1.8017  1.7899  1.5330  -0.52
C  -2.4142  1.6927  0.2641  0.17
F  -1.6261  1.1823  -0.7546  -0.43
C  -3.6975  2.0777  -0.0291  0.15
F  -4.1457  1.9335  -1.2850  -0.32
C  -4.5182  2.5962  0.9546  -0.53
C  -3.9693  2.6909  2.2214  0.10
F  -4.7231  3.1605  3.2217  -0.32
C  -2.6756  2.3041  2.5170  1.00
F  -2.2637  2.3971  3.7999  -0.36
H  4.4954  1.6459  -0.4029  0.43
H  3.3434  2.6626  0.4405  0.44
H  2.7652  1.4040  -0.6423  0.22
H  4.2095  0.9865  2.0430  0.27
H  3.9627  -0.3014  0.8803  0.43
H  1.3135  -0.8336  3.2533  0.28
H  3.0317  -0.5739  3.5137  0.34
H  1.8348  -2.3844  1.3188  0.01
H  2.5337  -2.9038  2.8439  0.41
H  3.5555  -2.1652  1.6297  0.46
H  1.8789  2.4126  1.8559  0.47
H  2.3123  1.7103  3.4187  0.30
H  0.0367  2.5276  3.3272  0.49
H  0.0070  0.8099  3.6292  0.46
H  -5.5323  2.9029  0.7516  0.51
C  3.7315  -1.8758  -3.0841  -1.22
C  2.9625  -1.3239  -2.0546  0.01
N  1.6618  -1.5102  -1.9252  0.17
C  1.0339  -2.2906  -2.8401  -0.47
C  1.7206  -2.8840  -3.9109  1.17
C  3.1035  -2.6570  -4.0155  -0.56
C  1.0173  -3.6937  -4.8645  -0.89
C  -0.3093  -3.8919  -4.7534  -0.97
C  -1.0498  -3.3012  -3.6759  1.38
C  -2.4393  -3.4772  -3.5457  -0.77
C  -3.1030  -2.8845  -2.5065  -1.02
C  -2.3598  -2.1303  -1.5908  -0.47
N  -1.0556  -1.9510  -1.6798  0.46
C  -0.3952  -2.5152  -2.7165  -0.40
H  4.7925  -1.6767  -3.1281  0.45
H  3.4393  -0.7005  -1.3071  0.26
H  3.6552  -3.1030  -4.8337  0.43
H  1.5792  -4.1352  -5.6776  0.42
H  -0.8431  -4.4956  -5.4762  0.45
H  -2.9717  -4.0772  -4.2736  0.46
H  -4.1696  -2.9972  -2.3760  0.50
H  -2.8590  -1.6573  -0.7500  0.53
C  -3.9459  -8.1205  2.9489  -1.74
C  -2.9152  -7.2150  3.6363  1.64
C  -1.5523  -7.9174  3.6142  -1.75
C  -3.3589  -7.0342  5.0932  -1.98
C  -2.8630  -5.8350  2.8992  1.81
O  -4.1697  -5.2921  2.7708  -0.71
C  -2.1748  -5.9598  1.5196  -1.48
C  -2.6464  -4.9460  0.4625  -0.03
C  -3.8616  -5.4019  -0.3093  -0.09
C  -3.7700  -6.4599  -1.2093  -0.45
C  -4.8681  -6.8752  -1.9459  -1.07
C  -6.0802  -6.2224  -1.7795  0.25
Cl  -7.4592  -6.7306  -2.6979  -0.20
C  -6.2019  -5.1710  -0.8857  -1.08
C  -5.0913  -4.7677  -0.1564  0.41
C  -2.1316  -4.8122  3.7831  -2.32
N  -1.8497  -3.5460  3.1196  1.12
C  -0.7927  -3.2088  2.3834  -0.79
N  -0.9411  -1.9817  1.9082  0.98
C  -2.1532  -1.6067  2.4155  -1.12
N  -2.7315  -2.5276  3.1469  -0.90
H  -3.8834  -9.1233  3.3730  0.52
H  -3.7845  -8.2157  1.8727  0.28
H  -4.9651  -7.7691  3.1184  0.45
H  -1.6095  -8.8271  4.2133  0.51
H  -0.7577  -7.3034  4.0439  0.30
H  -1.2522  -8.2096  2.6075  0.33
H  -3.5814  -8.0089  5.5293  0.50
H  -4.2606  -6.4238  5.1554  0.36
H  -2.5826  -6.5788  5.7106  0.34
H  -4.6984  -5.8672  2.2057  0.58
H  -2.3392  -6.9612  1.1211  1.03
H  -1.0935  -5.8831  1.6621  0.32
H  -1.8290  -4.7824  -0.2479  0.62
H  -2.8744  -3.9821  0.9165  -0.47
H  -2.8216  -6.9682  -1.3488  0.49
H  -4.7923  -7.6975  -2.6442  0.46
H  -7.1565  -4.6781  -0.7619  0.46
H  -5.1831  -3.9517  0.5517  0.50
H  -1.1820  -5.2173  4.1280  0.46
H  -2.7498  -4.5689  4.6420  0.45
H  0.0485  -3.8627  2.2217  0.33
H  -2.5920  -0.6330  2.2564  0.51

Frontier orbital gap ... 6.0957 eV
Net charge ... +1
Lowest unoccupied orbital energy ... -3.10 eV
Spin multiplicity ... 1


Entry 2:
The following is a quantum chemistry calculation of a 6-piece molecular cluster, C40H45F40N3O9S2 overall, from the OMol25 dataset.

Each line ends with the Mulliken charge.
Element x y z (Å)
C  1.5834  -1.8457  0.4242  -1.15
C  0.6693  -3.0389  0.1802  0.40
O  1.1649  -4.0576  0.0005  -0.48
N  -0.7727  -2.9689  0.1365  0.34
C  -1.2415  -2.4336  1.4191  -1.11
C  -1.2759  -2.1943  -0.9712  2.72
C  -0.7462  -2.4853  -2.4101  0.55
C  -0.3775  -3.9571  -2.6973  -1.36
C  1.1362  -4.0283  -3.0372  0.03
S  1.4179  -3.3277  -4.6978  -0.22
C  3.0412  -2.5161  -4.6687  0.29
S  4.3280  -3.4501  -5.0287  -0.27
N  3.1201  -1.1789  -4.3970  0.10
C  2.6700  -0.8593  -3.0203  -0.65
C  3.1943  0.5200  -2.5432  -0.69
O  3.2948  1.3596  -3.6546  -0.44
C  4.3945  0.9079  -4.4319  -0.19
C  4.4618  -0.6343  -4.5553  -1.22
C  -1.2099  -0.6283  -0.8830  -1.44
C  -2.6833  -0.0838  -0.7717  -0.03
O  -2.7426  1.2145  -1.2843  -0.55
N  -3.4595  -1.0778  -1.4607  -0.10
C  -2.8245  -2.3317  -1.1686  -1.61
O  -3.4558  -3.2840  -1.0698  -0.50
H  2.4702  -2.0213  -0.1744  0.41
H  1.9210  -1.9066  1.4567  0.39
H  1.1568  -0.8806  0.1853  0.19
H  -0.6493  -1.5892  1.7888  0.32
H  -1.1879  -3.2158  2.1729  0.47
H  -2.2801  -2.1125  1.3831  0.34
H  0.0953  -1.8552  -2.6719  -1.10
H  -1.5535  -2.2181  -3.0918  0.56
H  -0.5555  -4.6159  -1.8538  0.39
H  -0.9037  -4.3736  -3.5543  0.51
H  1.6320  -3.3664  -2.3320  -0.33
H  1.5586  -5.0155  -2.8812  0.61
H  2.9778  -1.6646  -2.3487  0.72
H  1.5897  -0.7512  -3.0636  -0.16
H  4.1052  0.4492  -1.9447  0.33
H  2.3967  0.9273  -1.9266  0.37
H  4.2410  1.2916  -5.4391  0.42
H  5.3203  1.3326  -4.0420  0.00
H  4.9083  -0.8351  -5.5171  0.65
H  5.0832  -0.9997  -3.7310  0.41
H  -0.8268  -0.1566  -1.7877  0.45
H  -0.7099  -0.1774  -0.0252  0.52
H  -2.8083  -0.0434  0.3149  0.33
H  -2.0192  1.6935  -0.8728  0.33
H  -3.4542  -0.8064  -2.4407  0.41
C  9.4913  5.5892  -3.7551  -0.90
C  9.0577  5.0153  -2.3948  1.17
C  9.5800  3.6206  -2.0520  -0.02
F  9.1903  2.6966  -2.9529  -0.21
F  9.0890  3.2394  -0.8462  -0.28
F  7.7079  5.0630  -2.3054  -0.34
F  9.5281  5.8647  -1.4428  -0.34
O  8.5929  5.4409  -4.8432  -0.41
C  8.5853  4.2511  -5.5430  0.80
C  7.2787  3.4810  -5.3500  0.26
F  7.0232  3.2568  -4.0445  -0.25
F  7.3500  2.2737  -5.9556  -0.30
F  9.6659  3.5126  -5.2321  -0.28
F  8.6948  4.5697  -6.8472  -0.31
H  9.5506  6.6674  -3.6105  0.49
H  10.5016  5.2805  -4.0235  0.30
H  10.6721  3.6179  -1.9907  0.31
H  6.4365  4.0337  -5.7711  0.28
C  6.6439  9.8607  -2.7734  -0.78
C  5.1165  9.7151  -2.8703  0.87
C  4.3024  10.2888  -1.7112  0.08
F  4.6251  9.7161  -0.5332  -0.21
F  2.9844  10.0557  -1.9261  -0.28
F  4.8084  8.4167  -3.0741  -0.25
F  4.7309  10.3836  -3.9934  -0.34
O  7.3722  8.7558  -2.2628  -0.23
C  7.4670  8.6014  -0.8917  0.70
C  6.7156  7.3631  -0.3939  1.06
F  5.4215  7.3908  -0.7737  -0.23
F  6.7362  7.3178  0.9598  -0.30
F  7.0704  9.7273  -0.2688  -0.30
F  8.7807  8.4536  -0.6194  -0.31
H  6.9942  9.9545  -3.8000  0.41
H  6.9340  10.7916  -2.2864  0.31
H  4.4472  11.3703  -1.6307  0.29
H  7.1645  6.4508  -0.7818  -0.45
C  -4.4291  -5.0772  1.5228  -0.50
C  -5.5295  -6.0883  1.1608  0.89
C  -6.9680  -5.6679  1.4584  0.04
F  -7.1616  -5.4103  2.7701  -0.20
F  -7.8135  -6.6709  1.1168  -0.28
F  -5.2484  -7.2747  1.7433  -0.29
F  -5.4471  -6.2918  -0.1815  -0.31
O  -3.7738  -5.2453  2.7759  -0.42
C  -4.3729  -4.7461  3.9094  0.72
C  -4.8192  -5.8536  4.8646  0.28
F  -5.6400  -6.7274  4.2570  -0.22
F  -5.4990  -5.3112  5.9079  -0.27
F  -5.3792  -3.9125  3.5851  -0.30
F  -3.4386  -3.9987  4.5420  -0.31
H  -3.6365  -5.2276  0.7920  0.30
H  -4.7549  -4.0482  1.3753  0.33
H  -7.2421  -4.7812  0.8795  0.29
H  -3.9579  -6.4023  5.2498  0.25
C  -5.6010  1.6355  -2.3365  -0.50
C  -6.3615  2.4211  -1.2574  0.92
C  -7.7336  1.8802  -0.8602  0.07
F  -8.5824  1.8328  -1.9080  -0.22
F  -8.2901  2.6937  0.0727  -0.28
F  -6.4491  3.7165  -1.6307  -0.30
F  -5.5876  2.3957  -0.1343  -0.31
O  -5.7100  2.0985  -3.6775  -0.43
C  -6.8126  1.7271  -4.4171  0.78
C  -7.7177  2.9162  -4.7428  0.20
F  -8.1015  3.5587  -3.6231  -0.21
F  -8.8350  2.4807  -5.3702  -0.26
F  -7.4789  0.7310  -3.8046  -0.29
F  -6.3453  1.2256  -5.5803  -0.30
H  -4.5428  1.7579  -2.0996  0.17
H  -5.7863  0.5628  -2.2665  0.44
H  -7.6475  0.8786  -0.4286  0.30
H  -7.1981  3.6258  -5.3901  0.24
C  -3.8970  -4.6202  10.9699  -0.71
C  -3.3232  -5.4649  9.8206  0.81
C  -4.2919  -5.8348  8.6996  0.20
F  -5.3447  -6.5463  9.1486  -0.24
F  -3.6547  -6.6052  7.7775  -0.29
F  -2.7403  -6.5699  10.3333  -0.28
F  -2.3243  -4.7301  9.2543  -0.33
O  -4.3264  -5.3088  12.1327  -0.40
C  -5.5871  -5.8718  12.1388  0.77
C  -5.5366  -7.4000  12.1811  0.20
F  -4.8090  -7.8919  11.1599  -0.20
F  -6.7887  -7.8999  12.0726  -0.26
F  -6.3137  -5.4129  11.1037  -0.28
F  -6.1952  -5.4413  13.2627  -0.30
H  -3.0709  -4.0036  11.3200  0.43
H  -4.6512  -3.9155  10.6198  0.34
H  -4.6631  -4.9416  8.1909  0.29
H  -5.0950  -7.7420  13.1195  0.24

Frontier orbital gap ... 8.1207 eV
Net charge ... 0
Lowest unoccupied orbital energy ... -0.16 eV
SMILES ... CC(=O)N(C)[C@]1(CCCSC(=S)N2CCOCC2)C[C@@H](O)NC1=O.FC(F)C(F)(F)COC(F)(F)C(F)F.FC(F)C(F)(F)COC(F)(F)C(F)F.FC(F)C(F)(F)COC(F)(F)C(F)F.FC(F)C(F)(F)COC(F)(F)C(F)F.FC(F)C(F)(F)COC(F)(F)C(F)F
Spin multiplicity ... 1